# C3H3NOS

A molecular structure, C3H3NOS at a distorted geometry (ωB97M-V/def2-TZVPD, the Open Molecules 2025 dataset).

XYZ file:
```
9
Properties=species:S:1:pos:R:3:forces:R:3
C 0.65159 -0.14081 -0.05200 5.878 -0.031 -1.174
C -0.71591 -0.18379 -0.23560 -6.356 0.398 2.863
C -1.15913 0.80004 -1.29521 -8.641 5.010 -3.628
H 1.28841 -0.75265 2.68209 0.125 -1.082 -4.049
H 1.17078 -0.18628 -1.13191 -0.857 -0.297 2.286
H 0.94607 0.89591 0.22537 -0.366 -0.469 0.017
N -2.06551 1.53150 -1.80686 7.724 -5.638 3.715
O -1.58118 -0.60908 0.57109 2.840 0.887 -3.205
S 1.46489 -1.35483 1.04302 -0.347 1.223 3.175
```
Positions in Å, forces in eV/Å.

# C3H3NOS

C3H3NOS in the gas phase at a distorted geometry (ωB97M-V/def2-TZVPD, the Open Molecules 2025 dataset).

XYZ file:
```
9
Properties=species:S:1:pos:R:3:forces:R:3
N -1.97556 -1.51750 0.80021 1.163 0.829 -0.950
C -1.13017 -1.05363 0.15011 -0.766 -0.935 1.163
C 0.09080 -0.68026 -0.67549 -2.469 -0.869 0.879
O 0.06994 -1.17854 -1.77441 1.604 0.981 0.562
C 0.93200 0.36621 0.06131 -1.336 -1.196 0.917
S -0.30873 1.83459 -0.33465 1.825 -1.166 1.344
H 1.84967 0.33805 -0.48267 0.913 0.971 -0.020
H 1.06234 0.10043 1.27403 -0.519 0.951 -3.597
H -0.59029 1.79064 0.98156 -0.415 0.434 -0.298
```
Positions in Å, forces in eV/Å.

# C3H3NOS

C3H3NOS in the gas phase at a distorted geometry (ωB97M-V/def2-TZVPD, the Open Molecules 2025 dataset).

XYZ file:
```
9
Properties=species:S:1:pos:R:3:forces:R:3
C 1.25691 0.05376 -1.08643 -0.414 -0.753 1.860
S 0.59963 0.64345 0.52359 -0.148 -0.582 0.480
C -0.97490 -0.23250 0.51626 1.931 -0.719 -4.885
O -1.28427 -0.89724 -0.49392 -0.326 1.159 3.322
C -1.69297 0.09479 1.68321 -1.666 0.394 3.428
N -2.08330 0.38141 2.74580 0.573 -0.529 -2.192
H 2.31344 -0.17380 -1.02430 0.095 -0.654 0.607
H 1.28750 0.96400 -1.62223 -0.951 0.402 -1.628
H 0.57797 -0.83387 -1.24198 0.906 1.282 -0.992
```
Positions in Å, forces in eV/Å.

# C3H3NOS

2 unconnected molecules or ions with the total composition C3H3NOS at a distorted geometry (ωB97M-V/def2-TZVPD, the Open Molecules 2025 dataset).

XYZ file:
```
9
Properties=species:S:1:pos:R:3:forces:R:3
C -0.82675 -0.62871 -0.62712 -2.075 -3.753 0.939
C -1.37271 -0.94656 0.54015 -1.216 -3.931 0.750
O -1.88026 -1.28252 1.57960 1.560 1.795 -2.998
H -0.67637 0.28036 -0.26155 0.848 4.762 -0.344
H -0.22417 -1.07581 -1.43142 -0.775 0.013 0.880
N 0.88540 0.91888 0.67327 0.899 0.526 -0.019
C 1.42886 0.88335 -0.36627 -0.848 0.650 3.725
S 2.22291 0.77217 -1.63413 1.944 -0.295 -3.738
H 0.44308 1.07883 1.52749 -0.337 0.234 0.804
```
Positions in Å, forces in eV/Å.

# C3H3NOS

A molecular structure, C3H3NOS at a distorted geometry (ωB97M-V/def2-TZVPD, the Open Molecules 2025 dataset).

XYZ file:
```
9
Properties=species:S:1:pos:R:3:forces:R:3
C -1.25988 0.10169 -0.33551 1.915 0.719 0.662
C -0.02387 -0.63899 0.25708 -0.800 -0.981 -1.422
C 1.17174 0.23811 0.14151 0.795 -1.174 0.830
H 0.15073 -1.55849 -0.33468 -0.152 0.193 0.394
H -0.28002 -0.92487 1.26003 0.071 -0.214 0.626
H 2.17124 -0.14429 0.41568 -0.501 0.207 -0.135
N 1.05993 1.41827 -0.27419 -0.887 0.484 -0.341
O -2.39865 -0.20494 -0.49751 -0.138 -0.581 0.036
S -0.59122 1.71351 -0.63241 -0.303 1.347 -0.649
```
Positions in Å, forces in eV/Å.

# C3H3NOS2

A molecular structure, C3H3NOS2 at a distorted geometry (ωB97M-V/def2-TZVPD, the Open Molecules 2025 dataset).

XYZ file:
```
10
Properties=species:S:1:pos:R:3:forces:R:3
C 1.77082 -0.92763 0.00729 -0.290 -0.129 -0.076
C 0.36304 -0.50107 -0.03823 -0.047 0.954 0.618
C -1.33767 1.12549 -0.02579 1.404 -0.695 1.408
H 1.97606 -1.99397 0.07158 -0.605 -0.031 -0.044
H -1.63680 1.60231 -0.93574 0.124 0.761 -0.266
H -1.61023 1.60495 0.92899 0.058 0.350 -0.806
N -0.59971 -1.33728 -0.00899 0.581 0.619 -0.269
O 0.12233 0.89422 0.02701 -1.101 -1.659 -0.581
S 3.01784 0.05970 -0.01757 0.552 0.598 -0.018
S -2.06567 -0.52672 -0.00855 -0.676 -0.769 0.033
```
Positions in Å, forces in eV/Å.

Asked for energy across the records above, the calculation gives -17528.2994 -17530.2293 -17530.8562 -17529.1009 -17531.6194 -28365.8704 eV in order.